(1)
Entry from the Open Molecules 2025 dataset: the molecule C4H4N2O2 in a non-equilibrium geometry (the ωB97M-V functional and the def2-TZVPD basis).

Geometry as XYZ:
```
12
C4H4N2O2, DFT the ωB97M-V functional and the def2-TZVPD basis
C -0.21186 -1.14750 0.06773
C 1.23958 0.42643 -1.05841
C -0.33726 0.99030 1.41466
C -0.98292 0.05653 0.47588
H 2.13369 0.34847 -1.63823
H 0.70608 0.71805 1.58220
H -1.03562 1.39566 2.13211
H -2.04315 -0.05656 0.64937
N 0.61399 1.47858 -0.66645
N -0.66286 1.43227 0.06285
O -0.46643 -2.24199 0.32310
O 0.75842 -0.85002 -0.81052
```

The calculation puts the total energy at -414.71763 Eh. The relative energy (zero: lowest compared OMol25 entry of this formula, charge and spin) comes out at 3.498 eV. As for the SMILES: O=C1OC=NN2C[C@H]12. Its net charge is 0.

***

(2)
Entry from the Open Molecules 2025 dataset: the molecule C4H4N2O2 in a non-equilibrium geometry (the ωB97M-V functional and the def2-TZVPD basis).

Geometry as XYZ:
```
12
C4H4N2O2, DFT the ωB97M-V functional and the def2-TZVPD basis
C 1.20444 -0.07466 -0.77962
C -0.13633 -0.80695 0.31692
C -1.32031 -0.38372 1.33917
C 0.18011 0.60071 0.13310
H 1.56403 -1.84814 -0.40838
H -0.31887 -1.32375 -0.61295
H -1.84746 -0.91569 2.16905
H 0.56253 0.80691 1.05468
N 1.40032 -1.01758 0.26986
N -1.82478 0.72209 0.96831
O 1.50000 -0.02407 -2.01403
O -1.06955 1.19116 -0.10186
```

The calculation puts the total energy at -414.59028 Eh. The relative energy (zero: lowest compared OMol25 entry of this formula, charge and spin) comes out at 6.963 eV. Its net charge is 0.

***

(3)
Entry from the Open Molecules 2025 dataset: the molecule C4H4N2O2 in a non-equilibrium geometry (the ωB97M-V functional and the def2-TZVPD basis).

Geometry as XYZ:
```
12
C4H4N2O2, DFT the ωB97M-V functional and the def2-TZVPD basis
C -0.82850 -0.97836 -1.53716
C -1.25362 -0.48870 0.81753
C -0.66511 -0.20319 -0.32936
C 0.53275 0.75641 -0.35798
N -1.35724 -1.50397 -2.39696
N 1.57213 0.39687 0.58313
O 2.72694 0.29071 0.27980
O 1.22356 0.18569 1.70943
H -1.21354 0.23889 1.51517
H -1.92303 -1.30163 0.93240
H 0.96726 0.87220 -1.34446
H 0.21842 1.73505 0.12847
```

The calculation puts the total energy at -414.65298 Eh. The relative energy (zero: lowest compared OMol25 entry of this formula, charge and spin) comes out at 5.257 eV. As for the SMILES: C=C(C#N)C[N+](=O)[O-]. Its net charge is 0.